Record 1
Formula: C21H23NPdS4
Source: OMol25
Level of theory: ωB97M-V/def2-TZVPD

Last column: Mulliken charge in e.
Geometry (Å):
Pd1 -0.02686 -1.28298 -0.17837  -0.060
C1 3.70108 -0.60710 0.50164  -0.253
C2 3.69110 -1.79586 -0.45386  -0.745
S1 2.06118 -2.30503 -1.09560  0.058
C3 1.71815 -3.89423 -0.27437  -0.838
C4 1.54625 -3.77574 1.22280  -0.640
S2 0.13315 -2.67708 1.65009  0.090
C5 0.79335 -1.62699 2.97914  -0.840
C6 1.72989 -0.49255 2.58917  -0.095
S3 3.44529 -0.99237 2.25511  -0.065
H1 2.99401 0.16305 0.19026  -0.179
H2 4.69171 -0.15276 0.45760  0.476
H3 4.14610 -2.67599 0.00145  0.463
H4 4.27051 -1.55886 -1.34655  0.514
H5 2.52730 -4.58576 -0.51286  0.535
H6 0.81369 -4.26203 -0.76250  0.405
H7 2.43131 -3.35911 1.70033  0.276
H8 1.30888 -4.74332 1.66700  0.526
H9 1.26666 -2.31970 3.67892  0.493
H10 -0.09913 -1.23483 3.47002  0.516
H11 1.76346 0.19880 3.43253  0.475
H12 1.34348 0.07685 1.74020  -0.225
C7 -3.77729 4.84927 0.61458  -0.441
C8 -2.99356 4.47535 -0.47340  -0.735
C9 -2.36659 3.24547 -0.48255  -0.528
C10 -2.52179 2.37540 0.60067  0.729
C11 -3.30865 2.75555 1.68707  -0.349
C12 -3.93484 3.99104 1.69201  -0.733
C13 -1.88966 1.05253 0.63994  -0.277
C14 -1.12020 0.53363 -0.27966  0.561
C15 -0.44765 0.49148 -1.51839  0.167
C16 -1.04843 -0.14957 -2.64791  -0.189
C17 -0.40592 -0.13951 -3.86350  -0.925
C18 0.82468 0.50476 -3.99046  -0.215
C19 1.43930 1.13716 -2.90381  -0.864
C20 0.82493 1.12676 -1.67715  -0.221
H13 -4.26699 5.81354 0.61841  0.414
H14 -2.87838 5.14857 -1.31169  0.414
H15 -1.76170 2.95927 -1.33488  0.445
H16 -3.43263 2.08148 2.52652  0.404
H17 -4.54593 4.28313 2.53473  0.407
H18 -2.10328 0.44603 1.51881  0.475
H19 -2.00889 -0.63107 -2.52189  0.562
H20 -0.85888 -0.61669 -4.72140  0.502
H21 1.31591 0.51995 -4.95541  0.487
H22 2.38615 1.64217 -3.03789  0.509
H23 1.25517 1.64198 -0.82658  0.720
S4 -4.07000 -1.60391 1.15651  -0.215
C21 -2.76132 -1.87203 0.36398  0.707
N1 -1.79414 -2.15811 -0.31879  -0.699

Atomic forces in eV per Å
Pd 0.4320 -0.4948 -0.2972
C 0.0059 -0.0118 0.0564
C 0.0133 0.0562 0.0264
S -0.1345 0.1293 0.1946
C 0.0079 0.0302 0.0237
C -0.0069 0.0525 0.0322
S 0.2405 -0.0453 0.0007
C 0.0052 0.0123 -0.0262
C 0.0246 0.0217 0.0069
S -0.0160 0.0010 -0.0408
H 0.0060 0.0001 -0.0043
H 0.0092 -0.0181 -0.0085
H -0.0085 -0.0041 -0.0025
H -0.0276 0.0054 -0.0176
H 0.0139 0.0104 -0.0043
H 0.0222 -0.0331 -0.0070
H 0.0024 -0.0300 0.0066
H -0.0025 -0.0098 -0.0140
H -0.0139 0.0043 0.0159
H -0.0268 -0.0087 -0.0282
H 0.0145 -0.0146 0.0129
H -0.0205 0.0025 0.0195
C 0.0019 -0.0116 0.0053
C -0.0148 0.0187 0.0087
C 0.0178 -0.0655 0.0284
C -0.0428 0.1300 -0.0425
C 0.0251 -0.0603 0.0166
C -0.0101 0.0238 -0.0047
C 0.0899 -0.0923 -0.0509
C -0.0904 0.2953 0.0300
C 0.0027 -0.0765 -0.1091
C 0.0152 -0.0227 0.0611
C 0.0097 -0.0049 -0.0381
C -0.0120 0.0013 0.0443
C 0.0219 0.0062 -0.0350
C -0.0063 0.0078 0.0811
H 0.0015 0.0008 -0.0044
H 0.0055 -0.0063 -0.0040
H -0.0017 0.0164 -0.0104
H -0.0026 0.0049 -0.0013
H 0.0011 -0.0057 0.0023
H -0.0099 0.0364 0.0285
H -0.0023 -0.0057 0.0073
H -0.0012 0.0010 0.0027
H -0.0023 0.0015 -0.0028
H 0.0000 -0.0005 0.0028
H -0.0055 0.0031 -0.0040
S -0.1416 0.0236 0.1717
C 0.1863 -0.2889 -0.3480
N -0.5754 0.4143 0.2193

The HOMO energy (spin up / spin down) is -14.31 / -14.31 eV. The calculation puts the max |F| at 0.014 hartree/bohr. For the electronic energy, the calculation gives -70443.3456 eV. The net charge is +2. The energy relative to the best compared isomer or geometry (same formula, charge and spin) comes out at 27.2 kJ/mol. The orbital gap (spin up / spin down) is 5.388 / 5.390 eV.

***

Record 2
Formula: C21H24BaBrN4O5S
Source: OMol25
Level of theory: ωB97M-V/def2-TZVPD

Last column: Mulliken charge in e.
Geometry (Å):
Ba1 0.61143 0.27759 0.40816  1.998
C1 -4.11886 0.85583 -3.59831  -0.829
C2 -2.91077 1.56697 -4.20508  -0.410
N1 -1.62445 0.97127 -3.86455  -0.169
C3 -0.98434 1.15143 -2.66231  0.339
S1 0.71257 0.95380 -2.69989  -0.548
N2 -1.76102 1.43744 -1.62894  -0.711
N3 -1.13409 1.80681 -0.49915  -0.532
C4 -1.84552 1.93184 0.57116  1.396
C5 -3.29984 1.55479 0.64025  -1.662
C6 -1.18383 2.51823 1.73916  0.458
C7 -1.91722 3.03442 2.80850  -0.593
C8 -1.24865 3.61886 3.86809  -0.406
C9 0.13466 3.66096 3.84922  -0.568
C10 0.78340 3.10313 2.76028  -0.454
N4 0.15643 2.56331 1.72485  -0.284
H1 -5.04357 1.23510 -4.04168  0.366
H2 -4.13596 1.02355 -2.52663  0.056
H3 -4.05637 -0.21918 -3.77382  0.262
H4 -2.92766 2.62363 -3.91016  0.244
H5 -2.98444 1.52500 -5.29304  0.401
H6 -0.96613 0.86481 -4.61471  0.245
H7 -3.52192 0.88067 -0.18292  0.299
H8 -3.94787 2.43180 0.55641  0.301
H9 -3.51384 1.04342 1.58038  0.442
H10 -2.99669 2.98263 2.80447  0.367
H11 -1.79485 4.03181 4.70652  0.387
H12 0.69625 4.07172 4.67647  0.387
H13 1.86924 3.08508 2.72007  0.395
C11 2.99627 -0.10039 4.47069  -1.765
C12 2.07185 -0.51843 3.33767  2.055
C13 1.92032 -2.03783 3.29073  -1.815
O1 2.57534 -0.03040 2.08112  -0.563
C14 0.62260 0.05817 3.50139  0.118
O2 0.30377 0.55767 4.57933  -0.695
O3 -0.10282 -0.10089 2.47135  -0.983
H14 3.90136 -0.71392 4.47496  0.411
H15 2.47354 -0.20960 5.41911  0.338
H16 3.27794 0.94692 4.35954  0.330
H17 2.87066 -2.52007 3.03870  0.499
H18 1.17149 -2.31564 2.54949  0.342
H19 1.59810 -2.40219 4.26679  0.418
H20 3.19880 -0.67827 1.72875  0.284
Br1 1.10595 -6.76941 -3.23913  -0.247
C15 1.53338 -4.90847 -3.31926  -0.002
C16 2.22132 -4.43407 -4.42022  -0.361
C17 2.53686 -3.08205 -4.46823  -0.667
C18 2.18930 -2.24062 -3.42359  -0.418
C19 1.49295 -2.73648 -2.32676  0.474
C20 1.15398 -4.08242 -2.27692  -0.254
C21 1.15213 -1.82674 -1.15649  0.420
O4 -0.04334 -1.71147 -0.81582  -0.845
O5 2.13088 -1.27362 -0.59509  -0.823
H21 2.51243 -5.10214 -5.21916  0.396
H22 3.06654 -2.69457 -5.32991  0.369
H23 2.43109 -1.18779 -3.45302  0.336
H24 0.59119 -4.47199 -1.43884  0.472

Atomic forces in eV per Å
Ba 1.2208 1.6441 -2.0214
C 0.1635 0.0053 -0.0590
C -0.0301 -0.1031 0.1679
N -0.3103 0.0844 0.2069
C 0.3752 0.0545 -0.1120
S 0.2139 0.3412 -0.2987
N -0.8736 -0.0139 -0.2544
N -0.8886 1.2505 -0.4281
C -0.7596 0.1080 -0.6097
C 0.1324 -0.0446 0.0428
C 0.1736 0.3031 0.3339
C -0.0215 -0.0315 -0.0579
C 0.1362 0.0245 -0.0348
C -0.0876 -0.0144 0.0640
C 0.0362 0.1343 -0.0098
N -0.1116 0.9854 0.4457
H 0.0227 0.0018 0.0195
H -0.0422 -0.0195 0.0892
H -0.0096 0.0090 -0.0394
H -0.0020 -0.0416 -0.0002
H 0.0354 0.0389 -0.0267
H 0.0392 -0.0420 -0.0549
H -0.0335 0.0543 -0.0244
H -0.0412 -0.0185 0.0002
H -0.0223 0.0839 0.0414
H 0.0011 -0.0239 -0.0195
H -0.0437 -0.0311 -0.0048
H 0.0314 0.0109 -0.0307
H -0.0233 -0.0092 -0.0034
C -0.1077 0.0500 -0.0714
C -0.1342 -0.1634 0.4746
C 0.0380 0.0620 -0.0947
O 0.6102 -0.1844 0.6055
C 0.0826 -0.0890 0.6874
O 0.0723 -0.0745 -0.1565
O -0.9587 -0.8146 3.1984
H 0.0229 0.0318 -0.0329
H 0.0425 -0.0286 0.0098
H -0.0245 0.0061 0.0029
H 0.0150 0.0297 0.0270
H 0.0359 -0.0481 -0.0164
H -0.0046 -0.0180 -0.0019
H -0.0618 0.0362 -0.1312
Br 0.0004 0.0756 0.0116
C 0.0127 -0.1377 -0.0218
C 0.0277 0.0166 -0.0099
C -0.0027 -0.0268 0.0299
C 0.0275 0.0201 0.0299
C -0.0112 0.0903 0.0162
C -0.1405 0.0415 0.0051
C 0.3250 -1.2178 -0.8198
O -0.3683 -1.3683 -0.5239
O 1.2290 -1.0720 -0.5651
H -0.0395 -0.0130 0.0049
H -0.0056 0.0315 0.0186
H 0.0228 0.0079 -0.0021
H 0.0138 0.0160 0.0042

The HOMO energy is -4.55 eV. The calculation puts the max |F| at 0.067 hartree/bohr. For the electronic energy, the calculation gives -119940.7985 eV. The net charge is -1. The energy relative to the best compared isomer or geometry (same formula, charge and spin) comes out at 230.3 kJ/mol. The orbital gap is 7.023 eV.

***

Number 1 is which compound? C21H23NPdS4

***

The highest energy relative to the best compared isomer or geometry (same formula, charge and spin) belongs to which entry? C21H24BaBrN4O5S

***

Which of these has the lowest net charge? C21H24BaBrN4O5S